A cluster of 2 separate species, C3H6Cl4Si2 in total at a distorted geometry. Source: the Open Molecules 2025 dataset; level of theory: ωB97M-V with the def2-TZVPD basis set.

Properties
- LUMO (spin up / spin down): -0.6 / -0.6 eV
- HOMO-LUMO gap (spin up / spin down): 7.84 / 7.84 eV
- Energy relative to the best compared isomer or geometry (same formula, charge and spin): 2.804 eV
- HOMO energy (spin up / spin down): -8.409 / -8.408 eV
- Calculated total energy: -2537.745884 Eh
- F_max: 0.0843 Eh/bohr
- Molecular weight: 240.1 u

Each line ends with the Löwdin charge.
Atoms and positions in Å:
C  1.842  0.297  1.003  -0.08
C  0.863  -0.486  1.342  -0.34
C  -1.036  -0.376  -1.510  -0.31
Si  -2.616  -0.067  -0.598  -0.34
Si  0.580  -1.994  0.320  -0.18
Cl  -2.324  1.057  1.106  0.25
Cl  -3.305  -1.875  0.030  0.24
Cl  2.195  -2.450  -0.779  0.37
Cl  -0.354  -3.498  1.150  0.39
H  1.871  1.322  1.351  0.07
H  2.272  0.205  0.017  0.03
H  0.325  -0.381  2.167  0.00
H  -1.341  -1.087  -2.287  -0.03
H  -0.597  0.546  -1.951  -0.01
H  -3.622  0.329  -1.517  -0.07

Forces on atoms 1 to 3 (eV/Å):
C -0.067 2.378 -1.669
C 1.579 -2.873 -2.201
C 0.056 -0.816 1.183